Record 1
Computed, not measured: a cluster of 2 separate species, C3H5FIN in total, with ωB97M-V with the def2-TZVPD basis set.

Geometry (Å):
C (0.529, -0.287, -0.005)
C (1.920, -0.694, 0.330)
C (-2.013, 1.055, -0.450)
N (0.206, 0.762, -0.578)
F (-2.239, 1.993, 0.494)
I (-2.793, -0.834, -0.009)
H (-0.329, -1.116, 0.364)
H (2.080, -0.662, 1.399)
H (2.753, 0.097, -0.009)
H (2.187, -1.778, -0.121)
H (-2.300, 1.464, -1.414)

Computed properties:
lowest unoccupied orbital energy (alpha / beta) = -0.191 / -0.191 eV
E_HOMO (alpha / beta) = -0.326 / -0.326 hartree
calculated total energy = -15496.26530 eV
frontier orbital gap (alpha / beta) = 8.7 / 8.7 eV
relative energy (zero: lowest compared OMol25 entry of this formula, charge and spin) = 282.9 kJ/mol

Results of the Mulliken charge analysis, in e, for atoms 1 through 4: number 1, C, carries 0.5526; number 2, C, carries -0.8801; number 3, C, carries -0.0739; number 4, N, carries -0.5117

=====

Record 2
Computed, not measured: the ion C2H4IN4 with charge +1, with ωB97M-V with the def2-TZVPD basis set.

Geometry (Å):
N (-1.060, -0.172, -1.638)
C (-0.191, -0.196, -0.598)
N (0.982, -0.829, -0.533)
C (1.481, -0.546, 0.652)
N (0.656, 0.247, 1.333)
N (-0.426, 0.464, 0.553)
I (-2.018, 1.610, 1.107)
H (-1.103, 0.646, -2.220)
H (-1.504, -1.011, -1.966)
H (2.421, -0.872, 1.062)
H (0.762, 0.659, 2.249)

Computed properties:
lowest unoccupied orbital energy = -5.359 eV
E_HOMO = -0.531 hartree
calculated total energy = -16192.03989 eV
SMILES string = Nc1nc[nH][n+]1I
frontier orbital gap = 9.1 eV
relative energy (zero: lowest compared OMol25 entry of this formula, charge and spin) = 0.0 kJ/mol
charge = +1

Results of the Mulliken charge analysis, in e, for atoms 1 through 4: number 1, N, carries -0.3899; number 2, C, carries 0.3381; number 3, N, carries -0.4143; number 4, C, carries 0.0395

=====

Record 3
Computed, not measured: a structure of composition C5H12N2O, with ωB97M-V with the def2-TZVPD basis set.

Geometry (Å):
C (0.665, 0.892, 1.536)
C (0.427, -0.460, 0.953)
N (-0.638, -0.545, 0.001)
C (-0.087, -0.717, -1.369)
C (-1.574, 0.431, 0.066)
C (-1.482, 1.472, -0.720)
N (2.547, -1.515, -0.022)
O (-1.156, 2.077, -1.657)
H (1.259, 0.877, 2.449)
H (-0.285, 1.322, 1.870)
H (1.088, 1.610, 0.829)
H (0.316, -1.203, 1.747)
H (1.579, -0.990, 0.502)
H (-0.886, -0.618, -2.096)
H (0.592, 0.118, -1.568)
H (0.525, -1.598, -1.507)
H (-4.275, 1.172, -0.476)
H (-4.344, 1.528, -1.129)
H (2.371, -2.518, 0.022)
H (3.357, -1.336, 0.569)

Computed properties:
lowest unoccupied orbital energy = -2.027 eV
E_HOMO = -0.281 hartree
calculated total energy = -10398.96773 eV
frontier orbital gap = 5.6 eV
relative energy (zero: lowest compared OMol25 entry of this formula, charge and spin) = 912.4 kJ/mol

Results of the Mulliken charge analysis, in e, for atoms 1 through 4: number 1, C, carries -1.3304; number 2, C, carries 0.2349; number 3, N, carries 0.2198; number 4, C, carries -1.0545

=====

Record 4
Computed, not measured: a structure of composition C12H20CoN2O5P, with ωB97M-V with the def2-TZVPD basis set.

Geometry (Å):
Co (-0.109, 0.251, 0.047)
C (-2.905, -2.400, -0.409)
C (-1.529, -2.479, -0.969)
N (-0.565, -1.612, -0.779)
C (0.543, -2.068, -1.450)
C (0.231, -3.284, -2.079)
N (-1.104, -3.509, -1.748)
C (0.946, -4.212, -2.911)
O (2.238, -3.948, -3.163)
O (0.392, -5.218, -3.373)
C (1.783, -1.281, -1.389)
O (2.824, -1.734, -1.922)
O (1.720, -0.175, -0.768)
H (-2.979, -1.508, 0.209)
H (-3.126, -3.283, 0.195)
H (-3.643, -2.347, -1.211)
H (-1.610, -4.320, -2.059)
H (2.531, -3.090, -2.697)
C (0.347, 3.226, -1.280)
O (-1.004, 2.836, -1.269)
C (-1.294, 1.607, -0.728)
C (-2.735, 1.297, -1.066)
H (0.715, 3.211, -2.310)
H (0.950, 2.532, -0.676)
H (0.425, 4.248, -0.890)
H (-3.261, 2.191, -1.414)
H (-3.269, 0.878, -0.212)
H (-2.745, 0.553, -1.866)
C (-1.661, 0.106, 3.275)
P (-0.092, 0.195, 2.296)
C (0.762, -1.286, 2.998)
C (0.768, 1.508, 3.268)
H (-1.468, 0.062, 4.347)
H (-2.214, -0.778, 2.966)
H (-2.264, 0.982, 3.046)
H (0.776, -1.278, 4.090)
H (1.780, -1.300, 2.613)
H (0.251, -2.178, 2.639)
H (0.737, 1.305, 4.338)
H (0.296, 2.465, 3.059)
H (1.802, 1.557, 2.933)

Computed properties:
lowest unoccupied orbital energy (alpha / beta) = 2.535 / 2.538 eV
E_HOMO (alpha / beta) = -0.019 / -0.150 hartree
calculated total energy = -72902.81080 eV
frontier orbital gap (alpha / beta) = 3.1 / 6.6 eV
spin multiplicity = 4
charge = -1

Results of the Mulliken charge analysis, in e, for atoms 1 through 4: number 1, Co, carries 0.1907; number 2, C, carries -1.1464; number 3, C, carries 0.1100; number 4, N, carries -0.1708

=====

Record 5
Computed, not measured: the ion C3H3N2O7 with charge -1, with ωB97M-V with the def2-TZVPD basis set.

Geometry (Å):
O (-2.505, -2.007, -0.134)
C (-2.293, -0.820, -0.304)
O (-2.513, 0.073, -1.052)
O (-1.303, -0.298, 0.816)
N (-0.784, 0.869, 0.460)
O (-1.599, 1.930, 0.414)
C (0.470, 0.976, -0.039)
O (1.082, 1.959, -0.298)
C (1.192, -0.661, 0.308)
N (2.556, -0.563, -0.127)
O (2.804, -0.826, -1.304)
O (3.465, -0.273, 0.665)
H (-1.984, 1.844, -0.453)
H (0.447, -1.314, -0.261)
H (0.966, -0.890, 1.308)

Computed properties:
lowest unoccupied orbital energy = 3.063 eV
E_HOMO = -0.202 hartree
calculated total energy = -20468.46327 eV
SMILES string = O=C([O-])ON(O)C(=O)C[N+](=O)[O-]
frontier orbital gap = 8.6 eV
relative energy (zero: lowest compared OMol25 entry of this formula, charge and spin) = 99.0 kJ/mol
charge = -1

Results of the Mulliken charge analysis, in e, for atoms 1 through 4: number 1, O, carries -0.6537; number 2, C, carries 0.7187; number 3, O, carries -0.6428; number 4, O, carries -0.4310

=====

Record 6
Computed, not measured: a structure of composition C50H44N8O6PSSeW, with ωB97M-V with the def2-TZVPD basis set.

Geometry (Å):
W (-0.296, 0.415, -0.386)
O (1.397, 0.610, -1.170)
C (2.411, -0.135, -1.605)
C (2.515, -0.221, -3.037)
C (3.706, -0.303, -3.637)
C (4.950, -0.319, -2.910)
C (4.943, -0.222, -1.571)
C (3.661, -0.153, -0.797)
C (2.563, 0.312, 1.503)
N (1.308, 0.278, 1.335)
N (0.661, 0.304, 2.602)
C (-0.475, 0.865, 2.529)
O (-1.005, 1.163, 1.332)
C (-1.113, 1.161, 3.809)
C (-0.541, 0.801, 5.054)
C (-1.201, 1.118, 6.274)
C (-2.276, 1.991, 6.205)
C (-2.879, 2.332, 5.016)
C (-2.289, 1.903, 3.832)
H (1.559, -0.138, -3.540)
H (3.849, -0.311, -4.728)
H (5.919, -0.495, -3.415)
H (5.869, -0.102, -1.043)
H (2.879, 0.202, 2.512)
H (0.323, 0.195, 5.129)
H (-0.776, 0.764, 7.206)
H (-2.657, 2.417, 7.114)
H (-3.749, 3.038, 4.987)
H (-2.731, 2.194, 2.906)
O (-7.455, -0.223, -0.996)
C (-6.614, -0.153, -1.893)
O (-6.653, -0.560, -3.084)
C (-5.255, 0.384, -1.459)
C (-4.885, 0.474, -0.128)
C (-3.521, 0.640, 0.200)
N (-2.548, 0.800, -0.715)
C (-2.916, 0.883, -2.003)
C (-4.247, 0.721, -2.376)
C (-1.763, 0.788, -2.950)
O (-1.807, 0.776, -4.121)
O (-0.664, 0.439, -2.295)
H (-5.496, 0.255, 0.735)
H (-3.083, 0.723, 1.233)
H (-4.554, 0.660, -3.371)
N (-0.623, -1.301, -0.016)
P (-1.404, -2.764, -0.003)
C (-0.210, -4.112, -0.044)
C (0.584, -4.388, 1.104)
C (1.524, -5.420, 1.024)
C (1.657, -6.146, -0.165)
C (0.862, -5.908, -1.276)
C (-0.092, -4.895, -1.217)
C (-2.258, -2.934, 1.528)
C (-2.451, -1.932, 2.509)
C (-3.140, -2.215, 3.662)
C (-3.649, -3.509, 3.850)
C (-3.595, -4.465, 2.854)
C (-2.850, -4.192, 1.736)
C (-2.497, -2.731, -1.437)
C (-1.862, -2.490, -2.682)
C (-2.545, -2.239, -3.877)
C (-3.917, -2.409, -3.833)
C (-4.565, -2.703, -2.604)
C (-3.889, -2.836, -1.397)
H (0.477, -3.872, 2.069)
H (2.167, -5.712, 1.865)
H (2.465, -6.957, -0.223)
H (1.037, -6.496, -2.149)
H (-0.714, -4.693, -2.026)
H (-2.099, -0.921, 2.441)
H (-3.317, -1.449, 4.424)
H (-4.140, -3.636, 4.821)
H (-4.080, -5.403, 2.905)
H (-2.892, -4.979, 0.962)
H (-0.764, -2.405, -2.787)
H (-2.018, -2.008, -4.758)
H (-4.531, -2.306, -4.700)
H (-5.655, -2.773, -2.640)
H (-4.346, -3.005, -0.415)
Se (-0.672, 3.734, 0.911)
N (-0.264, 2.731, -0.554)
C (0.018, 3.564, -1.558)
C (0.550, 3.262, -2.877)
C (0.928, 4.320, -3.673)
C (0.783, 5.683, -3.264)
C (0.349, 6.005, -2.036)
C (-0.064, 5.001, -1.164)
N (-0.427, 5.265, 0.086)
H (0.555, 2.223, -3.240)
H (1.188, 4.082, -4.681)
H (1.072, 6.458, -3.955)
H (0.262, 7.045, -1.723)
C (3.518, 4.268, -0.889)
C (4.017, 2.823, -0.807)
N (3.310, 2.071, 0.266)
C (3.669, 0.663, 0.516)
S (2.694, -1.705, -0.793)
N (4.936, 0.562, 1.092)
C (5.477, 1.501, 2.011)
C (6.991, 1.444, 1.927)
H (4.240, 4.887, -1.454)
H (3.310, 4.734, 0.034)
H (2.640, 4.245, -1.468)
H (5.084, 2.837, -0.570)
H (3.911, 2.244, -1.780)
H (2.288, 2.106, 0.148)
H (5.367, -0.386, 1.207)
H (5.168, 1.387, 3.046)
H (5.154, 2.496, 1.715)
H (7.416, 0.607, 2.449)
H (7.420, 2.355, 2.375)
H (7.381, 1.420, 0.918)

Computed properties:
lowest unoccupied orbital energy = -4.535 eV
E_HOMO = -0.364 hartree
calculated total energy = -164059.19146 eV
frontier orbital gap = 5.4 eV
relative energy (zero: lowest compared OMol25 entry of this formula, charge and spin) = 293.3 kJ/mol
charge = +1

Results of the Mulliken charge analysis, in e, for atoms 1 through 4: number 1, W, carries 1.4013; number 2, O, carries 1.4124; number 3, C, carries 2.3860; number 4, C, carries -0.9075

=====

- The lowest calculated total energy belongs to which entry?
  C50H44N8O6PSSeW